Density functional theory data (ωB97M-V with the def2-TZVPD basis set) for an isolated molecule of C4H6OS in a non-equilibrium geometry.

For the HOMO-LUMO gap, the calculation gives 0.3463 hartree. As for the SMILES: C=C1OCCS1. For the relative energy (zero: lowest compared OMol25 entry of this formula, charge and spin), the calculation gives 2.357 eV. As for the LUMO energy: 0.82 eV. The value obtained for the max |F| is 3.25 eV/A. Its HOMO energy is -8.608 eV.

Last column: Löwdin charge in e.
Cartesian coordinates (Å):
H1 -0.686 1.637 -0.267  0.10
O1 0.036 0.302 0.971  -0.11
H2 -2.038 0.775 0.463  0.15
H3 -1.774 -0.016 -1.615  0.04
H4 2.503 -0.568 1.947  0.04
C1 -1.108 -0.434 -0.966  -0.53
C2 -0.967 0.696 0.089  -0.27
H5 3.181 -0.897 0.306  0.06
C3 2.344 -0.572 0.922  0.01
H6 -1.656 -1.272 -0.474  0.10
S1 0.539 -0.825 -1.490  0.85
C4 1.149 -0.331 0.394  -0.42



Density functional theory data (ωB97M-V with the def2-TZVPD basis set) for an isolated molecule of C4H6OS in a non-equilibrium geometry.

For the HOMO-LUMO gap, the calculation gives 0.3385 hartree. As for the SMILES: S=COC1CC1. For the relative energy (zero: lowest compared OMol25 entry of this formula, charge and spin), the calculation gives 2.107 eV. As for the LUMO energy: 0.37 eV. The value obtained for the max |F| is 2.16 eV/A. Its HOMO energy is -8.835 eV.

Last column: Löwdin charge in e.
Cartesian coordinates (Å):
S1 3.057 -1.315 -1.491  0.66
H1 -1.266 0.017 -1.285  0.09
C1 -1.246 0.045 -0.224  -0.06
H2 -1.264 1.666 1.478  0.13
O1 1.300 0.073 -0.080  -0.10
H3 0.018 -0.418 1.576  0.14
H4 0.885 -1.850 -0.622  0.08
H5 -2.105 -0.490 0.211  0.11
H6 -0.314 2.044 -0.018  0.09
C2 -0.750 1.268 0.546  -0.10
C3 1.649 -1.067 -0.696  -0.73
C4 0.036 0.030 0.604  -0.31



Density functional theory data (ωB97M-V with the def2-TZVPD basis set) for an isolated molecule of C4H6OS2 in a non-equilibrium geometry.

For the HOMO-LUMO gap, the calculation gives 0.3405 hartree. As for the SMILES: S=CO[C@H]1C[C@@H]1S. For the relative energy (zero: lowest compared OMol25 entry of this formula, charge and spin), the calculation gives 1.995 eV. As for the LUMO energy: 0.16 eV. The value obtained for the max |F| is 2.51 eV/A. Its HOMO energy is -9.101 eV.

Last column: Löwdin charge in e.
Cartesian coordinates (Å):
C1 0.104 -0.498 -2.138  -0.73
O1 -0.124 -1.159 -0.988  -0.10
C2 -0.095 -0.751 1.483  -0.09
H1 1.499 0.392 0.552  0.11
H2 -0.074 0.545 -2.038  0.07
C3 0.453 0.498 0.814  -0.61
S1 -0.031 2.054 1.549  0.77
S2 0.589 -1.217 -3.492  0.71
C4 -0.524 -0.392 0.107  -0.36
H3 0.005 2.820 0.460  -0.15
H4 -0.819 -0.745 2.269  0.10
H5 0.510 -1.681 1.440  0.13
H6 -1.495 0.133 -0.018  0.16



Density functional theory data (ωB97M-V with the def2-TZVPD basis set) for an isolated molecule of C4H6S in a non-equilibrium geometry.

For the HOMO-LUMO gap (alpha / beta), the calculation gives 0.2658 / 0.2658 hartree. As for the SMILES: CC1=C(C)S1. For the relative energy (zero: lowest compared OMol25 entry of this formula, charge and spin), the calculation gives 5.366 eV. As for the LUMO energy (alpha / beta): -0.50 / -0.50 eV. The value obtained for the max |F| is 4.54 eV/A. Its HOMO energy (alpha / beta) is -7.731 / -7.732 eV.

Last column: Löwdin charge in e.
Cartesian coordinates (Å):
C1 -0.286 1.165 -1.514  -0.14
C2 1.070 -0.399 0.842  -0.33
H1 -1.317 1.479 -1.221  0.09
C3 0.309 0.087 -0.748  -0.59
S1 0.993 -1.419 -0.899  0.83
H2 -0.941 -1.062 1.220  0.06
H3 0.213 2.131 -1.339  0.09
H4 -0.574 1.012 -2.617  0.10
C4 -0.006 -0.905 1.816  -0.23
H5 0.089 -0.183 2.614  0.06
H6 0.450 -1.907 1.845  0.05



Density functional theory data (ωB97M-V with the def2-TZVPD basis set) for a structure of composition C4H6S in a non-equilibrium geometry.

The spin multiplicity is 3. For the HOMO-LUMO gap (alpha / beta), the calculation gives 0.2006 / 0.3069 hartree. For the relative energy (zero: lowest compared OMol25 entry of this formula, charge and spin), the calculation gives 0.765 eV. As for the LUMO energy (alpha / beta): 0.89 / -1.78 eV. The value obtained for the max |F| is 9.72 eV/A. Its HOMO energy (alpha / beta) is -4.571 / -10.132 eV.

Last column: Löwdin charge in e.
Cartesian coordinates (Å):
C1 -1.079 0.445 0.627  -0.27
H1 -1.594 -0.344 1.191  0.10
C2 1.012 -0.616 -0.452  -0.11
S1 0.116 2.167 -0.444  0.94
C3 -0.986 1.726 0.884  -0.47
H2 1.417 -1.017 -1.301  0.04
H3 0.496 -1.445 0.070  0.10
H4 -0.742 -0.151 -1.436  0.09
H5 -1.338 2.361 1.655  0.04
C4 -0.189 0.270 -0.616  -0.51
H6 1.831 -0.194 -0.004  0.05



Density functional theory data (ωB97M-V with the def2-TZVPD basis set) for an isolated molecule of C4H6S2 in a non-equilibrium geometry.

For the HOMO-LUMO gap (alpha / beta), the calculation gives 0.2776 / 0.2370 hartree. As for the SMILES: C[C@H]1C(=S)[C@@H]1S. For the relative energy (zero: lowest compared OMol25 entry of this formula, charge and spin), the calculation gives 5.052 eV. As for the LUMO energy (alpha / beta): -1.40 / -1.97 eV. The value obtained for the max |F| is 6.43 eV/A. Its HOMO energy (alpha / beta) is -8.953 / -8.415 eV.

Last column: Löwdin charge in e.
Cartesian coordinates (Å):
C1 -0.858 1.310 0.718  -0.37
H1 -1.268 -0.712 0.157  0.12
C2 0.799 -0.695 0.689  -0.04
C3 -0.536 0.006 0.353  -0.34
H2 -2.348 1.836 -1.462  -0.15
H3 0.640 1.446 -0.865  0.04
H4 0.490 -1.559 1.398  0.12
H5 1.257 0.070 1.172  0.03
C4 -0.310 1.235 -0.630  -0.65
S1 -2.768 1.938 1.366  0.33
S2 -1.172 1.701 -2.083  0.80
H6 1.317 -1.028 -0.308  0.12



Density functional theory data (ωB97M-V with the def2-TZVPD basis set) for an isolated molecule of C4H6S2 in a non-equilibrium geometry.

For the HOMO-LUMO gap, the calculation gives 0.2882 hartree. As for the SMILES: C=C(C=S)SC. For the relative energy (zero: lowest compared OMol25 entry of this formula, charge and spin), the calculation gives 1.149 eV. As for the LUMO energy: -0.93 eV. The value obtained for the max |F| is 1.66 eV/A. Its HOMO energy is -8.774 eV.

Last column: Löwdin charge in e.
Cartesian coordinates (Å):
C1 1.115 0.276 1.626  -0.02
H1 1.952 0.899 1.725  0.03
H2 -1.483 -0.552 -1.684  0.04
S1 -0.711 -1.262 0.428  0.84
C2 0.689 -0.143 0.425  -0.69
H3 0.541 -0.021 2.481  0.05
C3 1.288 0.351 -0.869  -0.65
C4 -1.847 -0.482 -0.647  -0.45
H4 1.155 -0.346 -1.699  0.05
S2 2.114 1.752 -0.923  0.70
H5 -2.008 0.563 -0.367  0.05
H6 -2.805 -1.033 -0.498  0.05



Density functional theory data (ωB97M-V with the def2-TZVPD basis set) for an isolated molecule of C4H6S2 in a non-equilibrium geometry.

For the HOMO-LUMO gap, the calculation gives 0.3059 hartree. As for the SMILES: C=CC=C(S)S. For the relative energy (zero: lowest compared OMol25 entry of this formula, charge and spin), the calculation gives 2.626 eV. As for the LUMO energy: 0.27 eV. The value obtained for the max |F| is 6.17 eV/A. Its HOMO energy is -8.048 eV.

Last column: Löwdin charge in e.
Cartesian coordinates (Å):
C1 1.185 0.418 0.004  -0.17
H1 -2.846 0.003 1.552  -0.21
S1 -1.084 -2.062 -1.108  0.73
H2 -0.811 1.068 0.841  0.08
C2 -0.342 0.165 0.377  -0.17
H3 1.539 -0.247 -0.778  0.06
C3 -1.397 -0.752 0.019  -1.08
H4 -2.461 -2.274 -1.080  -0.12
C4 2.182 1.293 0.345  -0.01
H5 3.162 1.057 -0.008  0.04
H6 1.929 1.995 1.172  0.06
S2 -3.044 -0.456 0.456  0.80



Density functional theory data (ωB97M-V with the def2-TZVPD basis set) for a cluster of 2 separate species, C4H6S2 in total in a non-equilibrium geometry.

For the HOMO-LUMO gap (alpha / beta), the calculation gives 0.2501 / 0.2510 hartree. For the relative energy (zero: lowest compared OMol25 entry of this formula, charge and spin), the calculation gives 5.839 eV. As for the LUMO energy (alpha / beta): -2.30 / -2.07 eV. The value obtained for the max |F| is 2.81 eV/A. Its HOMO energy (alpha / beta) is -9.109 / -8.899 eV.

Last column: Löwdin charge in e.
Cartesian coordinates (Å):
C1 -0.113 0.210 0.118  -0.85
H1 0.828 -0.738 1.768  0.09
C2 0.182 -0.510 -1.140  -0.09
H2 -0.557 -0.393 -1.834  0.03
C3 -1.382 0.628 0.729  -0.42
H3 1.025 -0.043 -1.549  0.08
H4 1.908 0.156 0.624  0.10
S1 -0.734 1.949 -0.067  0.90
C4 0.939 0.115 1.143  -0.10
H5 0.350 -1.488 -0.896  0.07
H6 0.850 0.956 1.766  0.05
S2 -3.296 -0.840 -0.663  0.14



Question: Which of these has the lowest max |F|?
Answer: number 7



Question: The lowest max |F| belongs to which entry?
Answer: number 7